{"formula": "C10H16", "method": "wB97M-V/def2-TZVPD", "species": ["C", "C", "C", "C", "C", "C", "C", "H", "H", "H", "H", "H", "H", "H", "H", "C", "C", "C", "H", "H", "H", "H", "H", "H", "H", "H"], "coordinates": [[-0.5670, 1.9228, 2.6446], [-1.1089, 0.7782, 1.8160], [-1.6770, 1.0176, 0.5761], [-2.0906, -0.0415, -0.2376], [-1.8019, -1.3426, 0.0920], [-1.0721, -1.5544, 1.2696], [-0.7682, -0.5439, 2.1557], [-1.3569, 2.2510, 3.3278], [-0.2895, 2.7950, 2.0601], [0.2812, 1.6008, 3.2391], [-2.0211, 2.0259, 0.3737], [-2.6938, 0.2209, -1.0972], [-2.2996, -2.2262, -0.2784], [-0.6160, -2.5193, 1.4929], [-0.2536, -0.7346, 3.0851], [2.1709, 0.7734, -1.4439], [2.0379, -0.4742, -2.3233], [0.8318, -1.3529, -1.9320], [1.2587, 1.3557, -1.3264], [2.9032, 1.4626, -1.8737], [2.5699, 0.4761, -0.4685], [1.9924, -0.1637, -3.3691], [2.9675, -1.0450, -2.2442], [0.3487, -1.0027, -1.0288], [0.0653, -1.3102, -2.7021], [1.1886, -2.3691, -1.8075]], "total_charge": 0, "multiplicity": 1, "energy_ev": -10628.997, "smiles": "Cc1ccccc1.CCC", "e_above_lowest_ev": 0.746, "homo_lumo_gap_ev": 9.91, "e_homo_ev": -8.9207}



{"formula": "C10H16", "method": "wB97M-V/def2-TZVPD", "species": ["C", "C", "C", "C", "C", "C", "C", "C", "H", "H", "H", "H", "H", "H", "H", "H", "H", "H", "C", "C", "H", "H", "H", "H", "H", "H"], "coordinates": [[1.2547, -1.8037, 0.1921], [1.4702, -0.4331, -0.4824], [1.0885, 0.7876, 0.3288], [-0.0555, 0.8624, 1.1197], [-0.1954, 2.0085, 1.9043], [0.5073, 3.1837, 1.7063], [1.5768, 3.1357, 0.8059], [1.9013, 1.9185, 0.2311], [0.2678, -2.1680, -0.0674], [1.3511, -1.7488, 1.2737], [1.9832, -2.4714, -0.2646], [2.5381, -0.3149, -0.6612], [0.9249, -0.4281, -1.4254], [-0.8901, 0.1988, 0.9460], [-0.8631, 1.9513, 2.7567], [0.2529, 4.0505, 2.2984], [2.1345, 4.0215, 0.5344], [2.7089, 1.9252, -0.4946], [-2.1995, -1.5037, -2.0201], [-2.2575, -2.1890, -0.6597], [-2.9912, -1.9332, -2.6424], [-2.5234, -0.4592, -2.0114], [-1.2370, -1.5525, -2.5225], [-2.9695, -1.7048, 0.0036], [-2.4632, -3.2535, -0.7395], [-1.3147, -2.0797, -0.1098]], "total_charge": 0, "multiplicity": 1, "energy_ev": -10628.762, "smiles": "CCc1ccccc1.CC", "e_above_lowest_ev": 0.982, "homo_lumo_gap_ev": 10.00, "e_homo_ev": -8.9982}